(P)
ORCA calculation (ωB97M-V/def2-TZVPD) on a molecular structure, C2H13NO4.

spin multiplicity	1
E_HOMO	-9.0	eV

CARTESIAN COORDINATES (ANGSTROEM)
C -0.95076 -2.63905 -0.96257
C -0.29831 -1.44553 0.43333
N -0.31572 -1.22012 -0.86524
H -2.00383 -2.48421 -1.22960
H -0.89194 -3.35271 -0.12937
H -0.51935 -2.94712 -1.91194
H 0.51235 -1.94649 0.97738
H -1.24571 -1.24949 0.96067
H 1.49166 0.94771 1.41026
H 0.80741 1.49172 2.69302
O 1.55559 1.64973 2.08401
H 0.04141 2.60211 -0.30428
H 1.01809 3.13124 0.76986
O 0.75087 3.24369 -0.16530
H 1.08543 -0.14111 -0.77284
H 1.88738 1.27315 -0.72986
O 1.76398 0.38854 -0.35680
H -2.26030 1.21536 -0.35809
H -1.09885 0.30340 -0.97178
O -1.32939 1.17918 -0.57084

These are the natural (NBO) partial charges, in e, on atoms 1 to 4: atom 1 (C): -0.454, atom 2 (C): 0.230, atom 3 (N): -0.742, atom 4 (H): 0.216

***

(Q)
ORCA calculation (ωB97M-V/def2-TZVPD) on 5 unconnected molecules or ions with the total composition C2H13NO4.

SMILES	C=CN.O.O.O.O
spin multiplicity	1
E_HOMO	-8.1	eV

CARTESIAN COORDINATES (ANGSTROEM)
C 0.45302 2.88076 1.70141
C -0.24085 3.01978 0.48054
N -1.42501 2.24962 0.22169
H 0.00983 2.05769 2.32956
H 0.97142 3.56793 2.35245
H 0.10273 3.64528 -0.30626
H -1.51259 1.23846 0.46674
H -2.03312 2.43617 -0.52803
O -3.67300 -2.08908 -1.66647
H -3.50640 -2.60108 -0.94809
H -4.58344 -2.28595 -1.90813
O 2.56473 -0.00904 -2.16590
H 1.86721 0.17407 -1.54423
H 2.22799 -0.92086 -2.33260
O 2.50762 -2.61323 1.58005
H 1.54079 -2.72675 1.39735
H 2.82371 -3.54937 1.28681
O 0.74218 -1.49212 -0.49855
H -0.14440 -1.76959 -0.14540
H 1.30761 -1.21267 0.22706

These are the natural (NBO) partial charges, in e, on atoms 1 to 4: atom 1 (C): -0.527, atom 2 (C): 0.028, atom 3 (N): -0.854, atom 4 (H): 0.171

***

It is (P) that is the least stable of them.

***

(P)
ORCA calculation (ωB97M-V/def2-TZVPD) on 5 unconnected molecules or ions with the total composition C2H13NO4.

SMILES	C=NC.O.O.O.O
spin multiplicity	1
E_HOMO	-8.3	eV

CARTESIAN COORDINATES (ANGSTROEM)
C -1.40521 1.57354 0.52984
N -0.17469 1.87927 0.68305
C 1.02338 1.70525 -0.13956
H -1.75688 0.79674 1.21514
H -2.02474 2.17407 -0.13352
H 0.75405 1.52579 -1.18676
H 1.65082 0.87186 0.21135
H 1.64786 2.59272 -0.09722
O -0.48541 -2.70796 -1.55636
H -0.18964 -2.73759 -0.63457
H -0.47759 -1.77111 -1.75163
O 0.84857 -1.87997 0.67044
H 0.76617 -1.35840 1.48635
H 1.33074 -2.66786 0.97640
O -0.86179 0.25913 -2.83951
H -0.75538 -0.69123 -2.94739
H -0.19639 0.60306 -3.43676
O 0.45116 -0.30066 3.01838
H 0.29027 0.53659 2.54519
H -0.43529 -0.40324 3.38717

These are the natural (NBO) partial charges, in e, on atoms 1 to 4: atom 1 (C): 0.060, atom 2 (N): -0.532, atom 3 (C): -0.414, atom 4 (H): 0.145

***

(Q)
ORCA calculation (ωB97M-V/def2-TZVPD) on 4 unconnected molecules or ions with the total composition C2H13NO4.

SMILES	CNCO.O.O.O
spin multiplicity	1
E_HOMO	-8.9	eV

CARTESIAN COORDINATES (ANGSTROEM)
C 0.43693 2.31544 2.10083
N 0.56564 1.05601 1.34984
C 1.80584 0.84482 0.64199
O 2.94544 0.81398 1.53326
H 1.40786 2.82503 2.09455
H -0.31695 2.99453 1.69147
H 0.16822 1.98704 3.09972
H 0.42911 0.20391 1.87203
H 1.96834 1.64011 -0.06726
H 1.68262 -0.18086 0.25057
H 2.90242 0.00086 2.04654
O 0.35428 0.70906 -2.51973
H -0.47096 1.19034 -2.60828
H 0.43963 0.36819 -3.41075
O -3.21940 -4.74541 -2.01433
H -3.39361 -3.84111 -2.21830
H -2.91716 -4.95249 -1.13686
O -1.79627 -0.75749 -0.99356
H -1.39712 -1.39678 -1.58878
H -1.59487 -1.07519 -0.12296

These are the natural (NBO) partial charges, in e, on atoms 1 to 4: atom 1 (C): -0.421, atom 2 (N): -0.640, atom 3 (C): 0.089, atom 4 (O): -0.748

***

It is (P) that is the least stable of them.

***

(P)
ORCA calculation (ωB97M-V/def2-TZVPD) on a molecular structure, C3H5NO2S2.

spin multiplicity	1
E_HOMO	-8.8	eV

CARTESIAN COORDINATES (ANGSTROEM)
C 2.08954 0.44163 -0.21172
C 0.79362 0.05517 0.52614
C -2.33440 -0.14339 -0.17985
H 4.30023 -0.38173 -0.56782
H 0.50495 -0.86698 0.16754
H 1.02768 -0.11956 1.58212
H -1.84948 1.58522 1.23444
H -2.12650 -0.77948 -1.20484
N -1.36841 0.48296 0.70402
O 2.25062 1.51096 -0.63200
O -0.13890 0.94771 0.18508
S 3.22062 -1.07579 0.02532
S -3.99964 -0.46221 -0.23605

These are the natural (NBO) partial charges, in e, on atoms 1 to 4: atom 1 (C): 0.516, atom 2 (C): -0.182, atom 3 (C): -0.158, atom 4 (H): 0.169

***

(Q)
ORCA calculation (ωB97M-V/def2-TZVPD) on C3H5NO2S2 in the gas phase.

SMILES	CONC(=S)C(=O)S
spin multiplicity	1
E_HOMO	-9.1	eV

CARTESIAN COORDINATES (ANGSTROEM)
C -2.87420 0.55540 -1.04780
O -1.85500 -0.51666 -0.90612
N -1.51401 -0.40056 0.33000
C -0.19532 -0.15379 0.76128
S 0.61818 -0.53526 2.28618
C 0.71258 0.54686 -0.31229
O 0.79404 1.94898 -0.41758
S 2.04304 -0.48943 -1.29763
H -2.41438 1.61900 -0.50824
H -3.63835 0.27373 -0.23925
H -3.39790 0.58709 -2.01752
H -2.04694 -0.99175 1.02935
H 2.14556 0.56153 -2.20867

These are the natural (NBO) partial charges, in e, on atoms 1 to 4: atom 1 (C): -0.289, atom 2 (O): -0.342, atom 3 (N): -0.280, atom 4 (C): 0.033

***

It is (Q) that is the least stable of them.

***

(P)
ORCA calculation (ωB97M-V/def2-TZVPD) on C19H22N2O5S in the gas phase.

SMILES	CNS(=O)(=O)c1cccc(C(=O)OCC(=O)NCCCc2ccccc2)c1
spin multiplicity	1
E_HOMO	-8.9	eV

CARTESIAN COORDINATES (ANGSTROEM)
C -2.85189 -2.31329 -2.71471
N -2.49151 -3.09586 -1.55187
S -1.28146 -2.40385 -0.62129
O -0.81420 -3.41823 0.27309
O -0.31979 -1.72278 -1.44642
C -2.21180 -1.17644 0.28501
C -3.17965 -1.56835 1.19030
C -3.86642 -0.59738 1.90410
C -3.56175 0.74218 1.72471
C -2.58230 1.12649 0.81200
C -2.19855 2.56205 0.70395
O -2.55348 3.42335 1.46539
O -1.36372 2.75372 -0.32582
C -0.66703 3.98711 -0.43561
C 0.84645 3.74098 -0.58272
O 1.58869 4.62065 -0.95670
N 1.22627 2.50248 -0.23499
C 2.55113 1.95853 -0.42558
C 2.55575 0.90532 -1.53790
C 3.76924 -0.02341 -1.42977
C 3.71978 -0.84285 -0.16838
C 4.68706 -0.70377 0.81815
C 4.61804 -1.44674 1.98466
C 3.57398 -2.33367 2.18324
C 2.60326 -2.48026 1.20568
C 2.68050 -1.74414 0.03726
C -1.91241 0.15085 0.07710
H -3.23085 -1.35459 -2.36222
H -1.99553 -2.13072 -3.37050
H -3.63700 -2.82510 -3.26695
H -2.24991 -4.05183 -1.76954
H -3.37206 -2.62010 1.32767
H -4.62851 -0.88556 2.61158
H -4.06672 1.50974 2.29169
H -0.85764 4.60599 0.44856
H -1.01830 4.52402 -1.32093
H 0.51132 1.83292 0.00708
H 2.87627 1.50065 0.51445
H 3.21334 2.79171 -0.66724
H 2.55108 1.40102 -2.51008
H 1.64824 0.30080 -1.46467
H 3.76957 -0.69302 -2.29301
H 4.68708 0.56716 -1.45672
H 5.50295 -0.00900 0.67258
H 5.38042 -1.32899 2.74149
H 3.51856 -2.90906 3.09588
H 1.77850 -3.16404 1.34461
H 1.91702 -1.87113 -0.71555
H -1.15742 0.40122 -0.65088

These are the natural (NBO) partial charges, in e, on atoms 1 to 4: atom 1 (C): -0.431, atom 2 (N): -0.856, atom 3 (S): 2.294, atom 4 (O): -0.933

***

(Q)
ORCA calculation (ωB97M-V/def2-TZVPD) on C19H22N2O5S in the gas phase.

SMILES	COc1cc(NC(=O)CSc2ncccc2C(=O)OC(C)C)cc(OC)c1
spin multiplicity	1
E_HOMO	-8.1	eV

CARTESIAN COORDINATES (ANGSTROEM)
C 1.88815 3.11262 -4.18466
O 1.72905 2.60201 -2.88429
C 1.92816 1.26923 -2.67296
C 1.75936 0.84051 -1.36270
C 1.93998 -0.49957 -1.03703
N 1.75700 -0.86372 0.29748
C 1.74787 -2.10582 0.85096
O 2.07777 -3.13043 0.30496
C 1.38356 -2.09208 2.33468
S 0.10403 -0.87877 2.79596
C -1.11146 -1.30070 1.61102
N -0.75455 -2.24656 0.75807
C -1.59013 -2.62762 -0.18575
C -2.85917 -2.08457 -0.33126
C -3.24520 -1.09881 0.55957
C -2.36785 -0.67819 1.55615
C -2.80877 0.38333 2.49184
O -3.92668 0.84008 2.49290
O -1.81582 0.74907 3.30055
C -2.01314 1.75125 4.31509
C -3.05185 1.30319 5.33671
C -2.35708 3.10182 3.69692
C 2.28510 -1.41296 -2.02046
C 2.44993 -0.98002 -3.33324
O 2.78506 -1.95021 -4.22686
C 2.98618 -1.59807 -5.57261
C 2.27513 0.35959 -3.66675
H 2.90849 2.96579 -4.55399
H 1.68568 4.17987 -4.10808
H 1.17791 2.66149 -4.88558
H 1.48782 1.56703 -0.61295
H 1.47051 -0.10336 0.90278
H 1.05076 -3.08916 2.61833
H 2.25927 -1.82192 2.92693
H -1.21234 -3.39829 -0.84332
H -3.51902 -2.42223 -1.11353
H -4.21812 -0.63229 0.50871
H -1.02448 1.79819 4.78671
H -3.07722 2.01025 6.16099
H -4.03606 1.25778 4.87807
H -2.79496 0.31948 5.72335
H -1.61996 3.36768 2.94241
H -2.35868 3.86373 4.47122
H -3.33951 3.06453 3.23393
H 2.42633 -2.45290 -1.78642
H 2.07746 -1.18451 -6.02337
H 3.80705 -0.88171 -5.68522
H 3.24798 -2.52395 -6.08252
H 2.40642 0.68993 -4.68273

These are the natural (NBO) partial charges, in e, on atoms 1 to 4: atom 1 (C): -0.251, atom 2 (O): -0.492, atom 3 (C): 0.333, atom 4 (C): -0.331

***

It is (Q) that is the least stable of them.

***

(P)
ORCA calculation (ωB97M-V/def2-TZVPD) on ClH2O2PS2 in the gas phase.

SMILES	O=S(=O)(Cl)SP
spin multiplicity	1
E_HOMO	-10.2	eV

CARTESIAN COORDINATES (ANGSTROEM)
O -1.47623 0.40900 -0.01023
S -0.26831 1.10210 -0.56679
O -0.28286 2.47946 -0.87666
Cl 0.04137 0.15278 -2.44439
S 1.27840 0.36203 0.61450
P 0.28255 -1.53093 0.47941
H -0.66834 -1.12081 1.33692
H 1.09342 -1.85364 1.46723

These are the natural (NBO) partial charges, in e, on atoms 1 to 4: atom 1 (O): -0.896, atom 2 (S): 1.870, atom 3 (O): -0.850, atom 4 (Cl): -0.242

***

(Q)
ORCA calculation (ωB97M-V/def2-TZVPD) on ClH2O2PS2 in the gas phase.

SMILES	OP(O)(=S)SCl
spin multiplicity	1
E_HOMO	-9.2	eV

CARTESIAN COORDINATES (ANGSTROEM)
O -1.12847 0.92142 -0.23996
P -0.31223 -0.41400 0.13805
O -0.43159 -0.38166 1.71580
S -0.61522 -2.16188 -0.63564
S 1.80607 0.37026 -0.01433
Cl 1.80535 0.50512 -1.94695
H -1.45834 1.11104 -1.14353
H 0.33443 0.04970 2.12654

These are the natural (NBO) partial charges, in e, on atoms 1 to 4: atom 1 (O): -0.998, atom 2 (P): 1.636, atom 3 (O): -0.982, atom 4 (S): -0.483

***

It is (P) that is the least stable of them.

***

(P)
ORCA calculation (ωB97M-V/def2-TZVPD) on 2 unconnected molecules or ions with the total composition C2H8NO.

charge	-1
spin multiplicity	1
E_HOMO	-2.6	eV

CARTESIAN COORDINATES (ANGSTROEM)
O 1.68127 -1.21606 1.13726
H 1.42834 -1.67716 1.94425
C -1.12162 -0.08236 -1.40331
N -0.55231 -0.01288 -0.08056
C -0.12767 1.31145 0.27001
H -0.46343 0.47725 -2.10719
H -1.24455 -1.12826 -1.67922
H -2.08137 0.44143 -1.41222
H 0.17035 -0.67523 0.24895
H 0.73112 1.65434 -0.36750
H 0.06666 1.36524 1.33441
H -0.83623 2.09560 -0.03084

These are the natural (NBO) partial charges, in e, on atoms 1 to 4: atom 1 (O): -1.336, atom 2 (H): 0.395, atom 3 (C): -0.400, atom 4 (N): -0.693

***

(Q)
ORCA calculation (ωB97M-V/def2-TZVPD) on 2 unconnected molecules or ions with the total composition C2H8NO.

charge	-1
spin multiplicity	1
E_HOMO	-2.1	eV

CARTESIAN COORDINATES (ANGSTROEM)
O -0.70081 2.36230 -2.08418
H -0.11057 1.60302 -1.99644
C 1.20008 -0.86799 0.24347
N 0.02953 -0.73792 1.08639
C -1.06540 -0.02353 0.41467
H 2.07179 -1.19190 0.78339
H 1.46557 0.08337 -0.26048
H 0.97680 -1.51080 -0.61044
H 0.21810 -0.23938 1.94196
H -0.97140 -0.01566 -0.67809
H -2.04526 -0.49367 0.52111
H -1.06843 1.03215 0.63864

These are the natural (NBO) partial charges, in e, on atoms 1 to 4: atom 1 (O): -1.363, atom 2 (H): 0.374, atom 3 (C): -0.411, atom 4 (N): -0.647

***

It is (Q) that is the least stable of them.

***

(P)
ORCA calculation (ωB97M-V/def2-TZVPD) on C7H10N2O2S in the gas phase.

SMILES	O=c1[nH]c(N2CCOCC2)cs1
spin multiplicity	1
E_HOMO	-7.7	eV

CARTESIAN COORDINATES (ANGSTROEM)
O -4.17972 0.84926 -1.52318
C -3.22119 1.06390 -0.73327
N -2.04390 0.33816 -0.79121
C -0.84201 0.90473 -0.15870
N 0.26434 0.09060 0.01152
C -0.04485 -1.36033 -0.31886
C 0.96978 -1.94432 0.71963
O 2.38510 -1.73849 0.39600
C 2.55510 -0.35778 -0.14352
C 1.52787 0.65296 0.49503
C -1.26132 2.08451 0.54532
S -3.03418 2.47032 0.49571
H -1.81787 0.09682 -1.95848
H -1.16927 -1.42124 0.00473
H 0.04896 -1.45232 -1.43170
H 0.69406 -1.44435 1.79982
H 0.85303 -3.10276 0.65349
H 3.62966 0.01639 0.03932
H 2.39299 -0.30774 -1.26756
H 1.49126 0.77277 1.59990
H 1.49766 1.59940 -0.01479
H -0.69548 2.18950 1.58081

These are the natural (NBO) partial charges, in e, on atoms 1 to 4: atom 1 (O): -0.595, atom 2 (C): 0.541, atom 3 (N): -0.669, atom 4 (C): 0.368

***

(Q)
ORCA calculation (ωB97M-V/def2-TZVPD) on a molecular structure, C7H10N2O2S.

spin multiplicity	1
E_HOMO	-8.9	eV

CARTESIAN COORDINATES (ANGSTROEM)
C -2.98616 0.43826 -0.77913
C -2.43218 -0.69075 -1.38213
C -1.92088 1.15018 -0.29155
C 3.53934 -0.39416 -0.19859
C 2.37951 -1.33443 0.07176
C 2.24792 -0.27131 -0.93398
C -1.67606 2.33992 0.64453
N -1.13753 -0.64505 -1.35619
N -0.84069 0.47264 -0.79602
O 1.45261 2.34173 -0.93285
O 1.33718 1.01262 1.11071
S 1.26205 1.07316 -0.31271
H -3.97197 0.62625 -0.64422
H -2.94914 -1.42142 -1.87481
H 3.70149 0.38207 0.44610
H 4.41084 -0.63967 -0.66685
H 2.65508 -2.42197 -0.02850
H 1.98882 -1.13271 1.08227
H 1.98969 -0.39376 -1.91849
H -2.06693 3.36679 0.34440
H -2.25640 2.12486 1.53054
H -0.56270 2.18422 0.85047

These are the natural (NBO) partial charges, in e, on atoms 1 to 4: atom 1 (C): -0.346, atom 2 (C): -0.063, atom 3 (C): 0.124, atom 4 (C): -0.375

***

It is (Q) that is the least stable of them.